C76H113N13O24 | ωB97M-V/def2-TZVPD

```
226
Properties=species:S:1:pos:R:3:forces:R:3:lowdin_charge:R:1
C 0.02154 -0.98425 4.89399 1.8 0.1 -2.8 -0.043
O -0.78562 -1.74523 5.72412 2.5 -1.1 0.9 0.061
C -1.97346 -1.37620 5.94273 -4.5 1.0 0.4 -0.608
O -2.63005 -0.54781 5.32490 0.7 -0.5 0.6 0.090
O -2.48910 -2.11545 6.96673 1.1 -0.1 -0.6 -0.006
C -3.82808 -1.92816 7.36670 -0.7 0.9 0.6 -0.061
H -0.52628 -0.44605 4.12047 -0.2 0.4 0.5 0.096
H 0.64953 -1.64422 4.29551 -0.4 -0.8 0.0 0.090
H 0.84261 -0.41490 5.32962 -0.9 0.6 1.0 0.096
H -4.56819 -2.07300 6.57970 0.2 -0.3 -0.1 0.093
H -3.99307 -0.93004 7.77244 0.2 0.3 -0.3 0.093
H -4.00907 -2.55873 8.23717 0.2 -0.5 -0.4 0.094
C 3.79367 0.84335 3.92496 -1.5 0.2 0.2 -0.001
O 3.55142 1.75049 2.78638 0.4 -0.9 0.2 -0.033
C 2.36678 1.77097 2.10823 0.9 0.2 0.5 -0.541
O 1.32624 1.22111 2.41608 1.6 0.7 -0.6 0.120
O 2.52236 2.56221 1.00552 -0.9 -0.9 0.5 -0.035
C 3.71835 3.25125 0.61470 0.1 0.8 0.0 -0.017
H 3.80005 -0.22252 3.69703 -0.1 0.1 -0.8 0.075
H 2.96816 0.99362 4.62071 0.1 0.1 0.1 0.066
H 4.73702 1.02453 4.44009 0.0 0.8 -0.6 0.098
H 4.54469 2.63829 0.25479 -0.2 -0.5 0.5 0.079
H 4.04484 3.95617 1.37928 0.1 -0.3 0.2 0.103
H 3.44071 3.86886 -0.23946 -0.4 -0.1 0.0 0.078
C -0.28325 -6.06320 -2.22236 0.9 1.7 -0.6 -0.059
O -1.34541 -6.38136 -1.39250 -1.1 -2.4 0.7 -0.050
C -1.65224 -7.69366 -1.19341 0.1 -0.8 -0.8 -0.563
O -1.28100 -8.68784 -1.81523 -0.4 2.3 1.2 0.114
O -2.52699 -7.66899 -0.18950 0.5 -0.3 0.4 -0.013
C -2.99527 -8.92651 0.28875 -1.3 -0.2 -0.2 -0.038
H -0.10774 -6.64655 -3.12623 -0.4 -0.4 0.3 0.109
H 0.61981 -5.98571 -1.61692 0.3 -0.2 -0.2 0.079
H -0.56106 -5.04343 -2.48881 0.5 0.1 -0.5 0.092
H -3.52374 -8.74947 1.22549 0.5 0.2 0.1 0.095
H -2.25022 -9.71623 0.38531 0.2 0.4 -0.1 0.100
H -3.79464 -9.23842 -0.38343 0.2 -0.4 -0.2 0.096
C 2.36563 5.30183 -7.75118 0.0 -0.6 -0.7 -0.025
O 2.53585 4.53415 -6.58745 2.4 2.8 0.6 -0.009
C 1.81471 3.51593 -6.31834 -2.1 -1.2 -0.9 -0.647
O 0.88271 3.14274 -7.01359 0.7 -0.4 1.0 0.116
O 2.30474 3.04108 -5.18407 0.1 -1.0 0.7 -0.002
C 1.85501 1.76560 -4.74187 -1.2 -1.1 -0.4 -0.043
H 1.40568 5.81818 -7.74865 0.1 -0.1 -0.2 0.105
H 2.48072 4.58392 -8.56325 -0.5 0.4 -0.5 0.101
H 3.20034 5.99897 -7.82424 -0.2 0.0 0.3 0.094
H 2.21614 0.92798 -5.33860 0.7 0.3 -0.2 0.072
H 0.77928 1.65882 -4.88147 -0.2 0.4 0.3 0.084
H 2.11301 1.56158 -3.70268 0.2 0.6 -0.1 0.086
C 9.08655 2.25935 0.54994 3.1 1.0 1.1 -0.111
O 7.80712 1.98720 0.11349 -2.4 -1.9 0.2 -0.021
C 6.97803 1.11142 0.82449 0.0 0.8 2.8 -0.455
O 7.04232 0.91238 2.04927 0.3 0.2 -3.6 0.107
O 5.97919 0.67019 0.02164 3.0 2.2 -0.7 -0.029
C 5.09297 -0.29555 0.41347 -1.6 -1.3 1.3 -0.071
H 9.69102 1.48549 1.02308 -0.7 -0.9 -0.4 0.098
H 9.30985 3.05378 1.26206 -1.6 0.4 0.6 0.090
H 9.71848 2.68157 -0.23140 -0.6 -0.6 -0.9 0.092
H 5.44543 -1.29634 0.16390 0.0 0.0 -0.3 0.104
H 4.13818 -0.06224 -0.05772 0.1 -0.2 -0.4 0.099
H 4.86822 -0.29069 1.48004 0.4 0.2 0.2 0.079
C 4.03084 -3.45731 2.49305 -0.3 -0.1 0.7 -0.064
O 4.17860 -4.87802 2.60618 1.0 -1.2 2.3 -0.079
C 4.47499 -5.45517 3.87272 -0.2 0.7 -0.8 -0.532
O 4.52486 -4.90190 4.93856 -0.1 0.2 -0.9 0.136
O 4.69672 -6.74528 3.65225 -0.3 0.5 -1.0 -0.007
C 4.98775 -7.68435 4.67494 0.4 -0.6 0.0 -0.030
H 2.97604 -3.24160 2.66323 -0.2 0.2 -0.5 0.084
H 4.39474 -3.23586 1.48973 -0.2 0.3 0.2 0.078
H 4.53162 -2.85749 3.25299 0.5 -0.4 0.0 0.092
H 4.22659 -8.46260 4.61963 -0.3 0.3 0.4 0.096
H 5.13013 -7.27517 5.67514 -0.3 0.2 -0.2 0.098
H 5.90074 -8.19662 4.37139 0.2 0.2 0.0 0.093
C 0.70814 0.76094 -0.98581 1.4 -0.9 -0.9 -0.057
O -0.52939 0.96867 -0.35518 -1.5 0.7 0.3 -0.026
C -1.43768 0.01435 -0.05017 1.7 -2.9 0.3 -0.487
O -1.18337 -1.22002 -0.00770 -1.2 3.8 -0.3 0.060
O -2.60051 0.62298 0.29096 2.0 -0.4 -0.7 -0.014
C -3.61605 -0.17098 0.85238 -1.4 -0.4 0.3 -0.051
H 0.62962 0.40956 -2.01463 -0.6 -0.6 0.1 0.065
H 1.40319 0.12613 -0.43622 -0.5 -0.5 0.2 0.090
H 1.31422 1.65074 -1.15614 -0.9 0.8 0.8 0.087
H -3.28924 -0.92117 1.57244 0.4 0.3 0.1 0.091
H -4.23835 -0.70274 0.13262 0.4 -0.1 -0.6 0.086
H -4.31642 0.54477 1.28285 0.2 0.0 0.4 0.075
C 4.12734 3.68880 7.17723 -1.1 -0.3 0.9 -0.031
O 3.15459 3.15188 6.26696 -0.8 0.3 -1.6 -0.051
C 1.81079 3.36574 6.43271 0.1 0.9 3.4 -0.506
O 1.33978 4.03058 7.38506 1.0 -1.8 -3.3 0.084
O 1.17139 2.60419 5.53467 1.4 0.4 0.0 -0.016
C -0.22869 2.58157 5.43135 -1.8 0.5 0.4 -0.054
H 3.96520 3.04389 8.04090 0.6 0.5 0.5 0.098
H 3.96817 4.74216 7.40786 -0.3 -0.1 0.0 0.094
H 5.15048 3.58021 6.81736 -0.4 -0.3 -0.5 0.091
H -0.67062 3.56315 5.26020 0.4 0.2 0.0 0.093
H -0.71251 2.19716 6.32925 0.3 -0.2 0.2 0.100
H -0.54858 1.96558 4.59091 0.6 -0.1 0.0 0.083
N -6.12284 3.48879 1.58329 0.4 1.6 -0.3 0.047
C -5.81293 4.83022 1.84739 -1.5 -2.2 1.9 -0.145
C -5.46296 5.41038 0.70827 1.1 0.8 -2.0 -0.164
C -5.44179 4.40924 -0.30902 -0.4 -0.6 -0.4 -0.102
C -5.93173 3.23394 0.24569 0.5 0.8 1.0 -0.107
H -6.43455 2.82948 2.28203 -0.1 0.0 -0.1 0.062
H -5.95505 5.22711 2.84172 0.1 -0.1 -0.1 0.115
H -5.16485 6.44005 0.57665 0.0 0.0 0.0 0.104
H -5.08033 4.55712 -1.31594 -0.3 -0.1 -0.1 0.078
H -6.14302 2.22860 -0.08758 0.3 0.2 -0.3 0.086
N 0.07151 -5.32275 1.59950 -0.1 0.3 -2.0 0.052
C 0.93229 -5.39426 2.60582 2.8 -1.6 0.2 -0.179
C 0.28839 -5.04634 3.72046 1.9 0.3 2.8 -0.125
C -0.96513 -4.58954 3.39744 -1.2 0.2 1.7 -0.095
C -1.05384 -4.79145 2.08252 -3.1 0.2 -2.3 -0.144
H 0.20925 -5.53430 0.62156 0.1 0.0 0.3 0.136
H 1.94170 -5.77278 2.54089 -0.1 -0.1 -0.4 0.111
H 0.75928 -5.14404 4.68748 -0.2 0.3 0.1 0.109
H -1.70530 -4.30134 4.12920 -0.2 0.2 -0.4 0.099
H -1.91224 -4.72763 1.43023 0.1 0.2 0.0 0.103
N -6.10654 -4.08731 -2.31924 0.4 1.7 -0.9 0.006
C -5.66654 -5.33727 -2.53118 0.3 -1.3 0.9 -0.139
C -4.30067 -5.31565 -2.40805 0.5 -2.6 -0.4 -0.118
C -3.85250 -4.02745 -2.27235 -1.1 2.5 -0.2 -0.088
C -4.99651 -3.23480 -2.32292 -0.1 -0.1 1.4 -0.131
H -7.07668 -3.85563 -2.16033 0.3 0.3 -0.5 0.149
H -6.34283 -6.17069 -2.65134 0.1 0.1 0.1 0.111
H -3.65499 -6.18114 -2.38743 -0.2 -0.1 -0.3 0.087
H -2.86510 -3.60336 -2.16476 0.0 -0.3 -0.1 0.090
H -5.07422 -2.16263 -2.21891 -0.3 -0.1 0.0 0.092
N -2.56249 4.67790 1.70543 -1.0 0.7 -0.1 0.032
C -1.61382 3.73784 1.57794 1.3 -0.2 0.9 -0.109
C -0.53220 4.20215 2.33056 0.3 -2.3 -1.6 -0.119
C -0.85070 5.44129 2.83285 1.3 1.4 1.4 -0.144
C -2.11569 5.71445 2.47353 -1.9 0.3 -0.9 -0.141
H -3.49464 4.74185 1.32189 0.0 -0.6 -0.2 0.084
H -1.71131 2.78899 1.07138 -0.3 0.2 0.0 0.091
H 0.37056 3.61392 2.40424 0.1 0.3 0.2 0.079
H -0.20271 6.08307 3.41130 -0.1 0.0 0.1 0.097
H -2.82732 6.51528 2.61010 0.4 0.2 0.3 0.110
N -5.82519 -3.22374 1.00552 -0.2 0.5 0.5 0.029
C -6.84975 -2.99982 1.90226 1.3 -0.6 0.2 -0.128
C -6.29775 -3.23187 3.15732 -2.7 0.5 0.1 -0.145
C -4.94337 -3.49647 3.04698 0.7 -0.6 -0.8 -0.107
C -4.66700 -3.49660 1.69412 0.1 -0.2 -0.3 -0.129
H -5.97953 -3.21888 0.00739 0.6 0.0 0.1 0.106
H -7.83137 -2.70883 1.55853 0.0 -0.2 0.2 0.104
H -6.96119 -3.31023 4.00591 0.4 0.3 0.4 0.092
H -4.26160 -3.81319 3.82240 0.0 0.2 0.0 0.089
H -3.73500 -3.73012 1.20094 -0.2 0.1 -0.2 0.091
N -5.13916 0.86401 -3.48426 -2.3 0.3 2.1 0.057
C -6.36664 0.94833 -2.74296 0.8 -1.0 -1.7 -0.081
C -7.16330 -0.07827 -3.23189 -0.3 0.5 0.9 -0.136
C -6.43698 -0.82896 -4.15374 0.7 -0.2 -0.4 -0.149
C -5.21124 -0.22892 -4.28506 0.4 -0.1 -0.7 -0.170
H -4.38026 1.50377 -3.29747 0.3 -0.2 -0.4 0.102
H -6.58097 1.66069 -1.96002 0.3 0.1 -0.4 0.070
H -8.19144 -0.31829 -3.00446 0.0 0.3 0.4 0.089
H -6.71459 -1.78289 -4.57726 -0.1 0.2 -0.3 0.096
H -4.42700 -0.50597 -4.97398 0.0 0.2 0.2 0.091
N 5.08053 0.71299 -4.89021 0.5 0.8 -0.4 0.023
C 4.87684 0.06924 -3.71901 0.3 1.5 1.0 -0.158
C 4.37640 -1.15838 -3.95650 -0.2 -0.8 -0.1 -0.116
C 4.30665 -1.29570 -5.36500 -0.2 0.8 -0.6 -0.101
C 4.74344 -0.08173 -5.93110 -0.6 -2.0 0.3 -0.132
H 5.49313 1.63249 -4.95645 -0.1 0.0 0.0 0.125
H 5.07492 0.60892 -2.80472 0.1 -0.2 0.1 0.106
H 4.09505 -1.85344 -3.17923 0.0 -0.1 -0.2 0.074
H 3.86622 -2.13836 -5.87719 0.2 0.1 -0.2 0.086
H 4.82073 0.18524 -6.97473 0.1 0.2 0.2 0.106
N 1.99215 6.84427 -1.13851 0.5 -0.3 -1.5 0.008
C 2.82958 6.98905 -2.22658 0.8 -0.1 -0.5 -0.147
C 2.73683 5.90908 -3.12499 -1.0 1.3 2.4 -0.096
C 1.73448 5.04865 -2.54427 -0.6 2.4 1.3 -0.080
C 1.27956 5.71551 -1.33624 0.2 -2.5 -1.8 -0.137
H 1.94169 7.47998 -0.35529 -0.1 -0.3 -0.2 0.151
H 3.43724 7.87953 -2.29144 0.1 -0.1 0.0 0.097
H 3.31017 5.87173 -4.03948 -0.2 -0.3 0.0 0.078
H 1.19013 4.28098 -3.07414 0.2 -0.3 0.4 0.070
H 0.51871 5.36954 -0.65228 0.1 0.1 0.1 0.094
N 2.58960 -4.03822 -0.13134 0.1 -1.5 0.1 0.029
C 3.58830 -4.87542 -0.59344 0.8 0.8 1.1 -0.120
C 3.71349 -4.65894 -1.93470 1.2 -2.1 0.5 -0.111
C 2.63705 -3.90938 -2.30757 -0.7 1.8 -2.2 -0.169
C 1.95456 -3.50505 -1.20998 -0.7 0.9 0.6 -0.136
H 2.30583 -4.02820 0.83792 -0.3 0.1 -0.3 0.095
H 4.20167 -5.43333 0.09859 -0.1 0.1 0.0 0.107
H 4.46996 -5.07453 -2.58388 -0.1 -0.1 0.1 0.105
H 2.50921 -3.57020 -3.32493 -0.4 0.0 0.1 0.090
H 1.13355 -2.81212 -1.09955 -0.1 -0.1 0.0 0.109
N -2.40674 4.55259 -2.71649 -0.3 -1.0 0.9 0.022
C -1.82627 3.44974 -2.10291 0.1 -0.3 -0.9 -0.100
C -1.88926 2.38162 -3.01160 1.0 1.6 1.5 -0.115
C -2.51804 2.85526 -4.17396 -0.8 0.4 0.4 -0.118
C -2.93864 4.16713 -3.89651 0.6 -0.8 -1.6 -0.140
H -2.61290 5.46743 -2.34146 0.3 -0.4 0.3 0.148
H -1.35679 3.45366 -1.13030 -0.1 0.3 -0.1 0.084
H -1.33602 1.47172 -2.83151 -0.4 -0.2 -0.2 0.078
H -2.65558 2.19078 -5.01418 -0.3 0.6 -0.3 0.093
H -3.49914 4.88468 -4.47734 0.1 -0.2 -0.1 0.107
N 7.36076 4.25770 -5.09629 -1.3 -0.3 1.0 0.006
C 7.95161 3.60738 -4.04216 -0.3 0.1 -0.5 -0.136
C 6.97553 3.41663 -3.09014 1.1 -0.6 0.9 -0.128
C 5.72332 3.89196 -3.52607 1.2 0.4 -1.6 -0.094
C 6.01007 4.42591 -4.78621 0.2 0.3 -0.5 -0.128
H 7.80310 4.56584 -5.95040 -0.2 -0.1 0.3 0.144
H 8.95584 3.22698 -4.15720 0.0 0.2 0.4 0.106
H 7.19311 3.02016 -2.10939 -0.1 -0.3 -0.1 0.079
H 4.79923 3.77006 -2.98054 -0.1 0.4 -0.3 0.089
H 5.45806 4.98382 -5.52811 -0.5 -0.2 0.3 0.097
N -0.93897 -1.28941 -5.58013 -0.8 0.9 0.5 0.038
C 0.33209 -1.27628 -5.20975 2.2 -0.6 -2.2 -0.171
C 0.44824 -1.55800 -3.88157 3.0 0.5 -1.3 -0.125
C -0.81899 -1.60625 -3.38205 -1.1 -0.4 1.4 -0.113
C -1.65406 -1.38128 -4.43509 -2.9 -0.9 -0.4 -0.133
H -1.24290 -1.09971 -6.52444 -0.2 0.0 0.5 0.162
H 0.97104 -1.17885 -6.07500 1.0 0.0 0.6 0.118
H 1.42569 -1.70360 -3.44594 -0.3 0.1 0.4 0.078
H -0.98044 -1.86377 -2.34570 -0.7 0.2 -0.1 0.081
H -2.72222 -1.46355 -4.57171 0.0 0.0 0.7 0.084
N -5.11416 1.00628 3.94397 -0.2 -0.2 -0.7 0.057
C -5.22209 2.19531 4.57513 2.5 0.3 1.8 -0.163
C -6.47577 2.63168 4.58575 -2.5 0.3 -0.6 -0.129
C -7.21916 1.72246 3.76185 0.2 -1.2 0.5 -0.124
C -6.34010 0.70224 3.42961 -0.6 0.1 -0.2 -0.134
H -4.26133 0.50623 3.73727 0.0 0.0 0.4 0.125
H -4.42347 2.62618 5.16076 0.3 -0.2 -0.3 0.121
H -6.88794 3.44361 5.16652 0.2 0.1 -0.3 0.104
H -8.26757 1.68534 3.50524 0.0 0.2 0.2 0.100
H -6.54197 -0.24597 2.95365 0.2 0.1 -0.2 0.098
```
Positions in Å, forces in eV/Å.

Values from the calculation:
HOMO-LUMO gap, eV: 8.3
Largest force on an atom, eV Å⁻¹: 4.68
Charge: 0
E_HOMO, eV: -7.767
E, hartree: -5481.0910